Molecular formula: C19H55N20O15P
Method: DFT, ωB97M-V/def2-TZVPD

```
110
Properties=species:S:1:pos:R:3:forces:R:3
C -3.522 -1.636 2.580 0.2781 0.3304 -0.6017
C -2.772 -0.441 1.990 -0.4899 -0.8657 0.2473
N -2.664 -0.634 0.544 0.1214 0.0904 -0.1241
C -1.553 0.063 -0.075 -0.7140 0.3929 0.2128
N -0.754 -0.853 -0.899 -0.2348 -0.0008 -1.2070
C -0.429 -0.252 -2.133 0.5537 0.0527 0.1037
O 0.035 -0.836 -3.089 -0.6194 0.3991 0.4591
C -0.759 1.265 -2.012 0.5208 -1.4462 0.8896
P 0.763 2.029 -1.378 0.3745 1.3787 -0.8058
O 0.827 3.484 -1.598 -0.2616 0.2180 -0.0516
O 1.980 1.357 -2.198 -0.2792 -0.2290 0.2545
O 1.037 1.634 0.135 0.1001 -0.4546 -0.3944
C -1.990 1.100 -1.110 -0.7286 0.1568 -0.1870
C -2.844 2.302 -0.697 0.4800 0.3215 0.2722
C -2.300 3.710 -0.952 -0.9794 0.3758 -0.1697
O -2.045 4.416 0.291 0.8910 -0.1585 -0.0283
C -0.780 4.924 0.443 1.1242 -0.4331 1.1642
C -0.316 6.028 -0.470 -0.4807 -0.4545 0.3034
O -0.082 4.532 1.366 -1.1716 0.3652 -0.9258
H -2.943 -2.536 2.386 0.0650 -0.2107 0.1342
H -4.471 -1.740 2.063 -0.3035 -0.0597 0.1936
H -3.648 -1.512 3.648 -0.1579 -0.0457 0.1739
H -3.347 0.455 2.207 0.1654 0.3401 0.0293
H -1.808 -0.405 2.488 0.2028 0.3847 -0.0389
H -2.596 -1.630 0.374 0.0523 -0.0740 -0.1174
H -0.998 0.552 0.725 0.5563 -0.1940 -0.0614
H -1.343 -1.637 -1.187 0.4728 -0.6741 0.6800
H -0.993 1.687 -2.982 0.2864 0.1762 -0.2078
H 2.033 1.837 -3.038 0.1606 -0.1124 -0.0312
H 1.814 2.159 0.394 -0.1502 -0.0474 0.3010
H -2.670 0.510 -1.728 -0.0687 -0.0141 -0.1976
H -3.784 2.220 -1.231 -0.1375 -0.0581 -0.1295
H -3.104 2.250 0.357 0.0394 -0.1246 0.1999
H -3.092 4.275 -1.439 -0.0363 0.1571 -0.1269
H -1.438 3.750 -1.606 0.2357 -0.0583 0.1005
H -1.080 6.797 -0.514 -0.1003 0.1211 -0.1799
H 0.594 6.417 -0.039 0.2216 0.1405 -0.0607
H -0.108 5.602 -1.445 -0.0251 0.1204 -0.2011
N -2.232 -5.487 -2.022 -0.0171 0.1261 0.1350
C -1.271 -4.678 -1.479 0.1564 -0.0474 -0.4009
N -0.048 -4.742 -2.055 -0.0542 0.2347 -0.0972
O -1.493 -3.963 -0.508 -0.4084 0.2783 0.0453
H -2.065 -6.088 -2.808 0.1086 -0.0757 0.0588
H -3.140 -5.474 -1.598 -0.0260 0.0388 -0.0001
H 0.670 -4.166 -1.653 0.0476 0.0261 -0.0242
H 0.177 -5.341 -2.827 -0.0153 -0.1527 0.0834
N 5.349 2.791 -2.256 -0.0592 -0.0435 -0.0494
C 6.366 2.346 -3.058 -0.0048 -0.0491 0.0159
N 6.149 1.126 -3.646 -0.0429 0.0573 -0.0096
O 7.387 2.984 -3.238 -0.0342 -0.0183 -0.0080
H 4.501 2.277 -2.105 0.0163 -0.0128 0.0366
H 5.473 3.679 -1.808 0.0150 0.0236 0.0085
H 6.874 0.769 -4.238 0.0371 0.0046 -0.0064
H 5.320 0.581 -3.505 0.0019 -0.0050 0.0527
N 3.388 6.398 4.628 -0.0131 -0.0233 -0.0187
C 3.232 5.318 3.798 0.0581 -0.0841 0.0303
N 2.105 5.317 3.036 0.2435 0.0756 0.1287
O 4.055 4.414 3.755 -0.1076 0.0259 0.0068
H 2.731 7.151 4.686 -0.0239 0.0001 -0.0244
H 4.211 6.423 5.198 0.0275 -0.0186 -0.0043
H 1.952 4.546 2.417 -0.1628 0.0082 -0.0259
H 1.415 6.042 3.061 -0.0421 -0.0026 -0.0249
N -5.726 -0.409 -4.991 0.0418 0.0047 0.0298
C -4.584 -0.272 -4.253 0.0411 -0.1011 -0.0774
N -3.581 -1.156 -4.551 -0.0926 0.0900 0.0775
O -4.469 0.582 -3.389 0.0978 0.0444 0.0198
H -5.845 -1.101 -5.706 0.0241 -0.0209 -0.0050
H -6.477 0.224 -4.795 -0.0106 0.0191 0.0231
H -2.725 -1.080 -4.033 0.0730 -0.0013 -0.0288
H -3.657 -1.862 -5.257 -0.0163 -0.0009 -0.0201
N -0.360 -7.191 0.175 -0.0124 -0.3464 -0.1001
C 0.384 -8.013 -0.604 -0.1131 0.0783 0.1478
N 1.209 -8.876 0.064 -0.0123 -0.0007 -0.1036
O 0.339 -7.983 -1.834 0.1468 0.0682 0.0034
H -0.327 -7.187 1.178 0.1746 0.1965 0.0093
H -0.969 -6.542 -0.283 -0.0298 -0.0448 0.0967
H 1.773 -9.494 -0.487 -0.0094 -0.0298 -0.0167
H 1.273 -8.914 1.063 -0.0141 0.0570 0.0240
N 2.887 -4.233 1.685 -0.2583 0.0893 0.2234
C 1.544 -4.137 1.450 0.2017 0.1107 -0.2152
N 1.162 -3.170 0.563 0.0996 -0.0459 -0.0761
O 0.729 -4.886 1.968 -0.0257 -0.2709 0.2086
H 3.569 -3.646 1.242 0.0050 -0.1142 -0.2388
H 3.193 -4.942 2.322 -0.0204 -0.0179 0.0400
H 0.178 -3.097 0.355 -0.0903 -0.0333 0.0336
H 1.805 -2.551 0.107 0.1091 0.0415 0.0832
N 0.402 1.088 6.127 -0.0207 -0.0195 -0.1229
C 0.186 0.910 4.786 0.0408 0.0074 0.0539
N 1.262 1.126 3.978 0.2368 0.0347 -0.0539
O -0.895 0.575 4.334 -0.1195 0.0041 0.1536
H 1.284 1.362 6.514 0.0311 0.0221 -0.0341
H -0.375 0.933 6.741 -0.0357 -0.0070 -0.0053
H 1.120 1.000 2.994 -0.0537 -0.0158 -0.0204
H 2.169 1.402 4.305 -0.0124 0.0674 0.0492
N 4.858 -5.773 -2.631 -0.0294 0.0773 0.0771
C 3.986 -5.285 -1.693 -0.1543 -0.2518 -0.0469
N 2.830 -5.996 -1.541 0.1930 0.1884 -0.0674
O 4.228 -4.281 -1.041 0.0826 0.1637 -0.0685
H 4.682 -6.594 -3.177 -0.0414 -0.0243 0.0185
H 5.715 -5.272 -2.764 0.0216 0.0231 0.0084
H 2.177 -5.664 -0.854 -0.0203 -0.0929 0.1054
H 2.599 -6.824 -2.060 -0.0874 -0.0247 0.0246
N -4.516 6.867 2.315 0.0056 0.0232 -0.0142
C -3.409 7.134 3.080 0.0447 -0.0698 -0.0096
N -2.383 6.243 2.935 -0.0436 0.0423 -0.1372
O -3.348 8.093 3.829 -0.0124 0.0093 -0.0230
H -4.582 6.083 1.695 0.0509 -0.0292 0.0154
H -5.290 7.498 2.394 -0.0098 0.0247 0.0231
H -1.558 6.401 3.479 -0.0043 -0.0379 0.0714
H -2.422 5.446 2.325 -0.0350 -0.0587 0.0856
```
Positions in Å, forces in eV/Å.

Kohn-Sham gap in eV: 8.9
HOMO in eV: -8.75
Strongest force on any atom in hartree/bohr: 0.0345
Total energy in a.u.: -3322.56160
SMILES string: CCN[C@H]1NC(=O)[C@H](P(=O)(O)O)[C@@H]1CCOC(C)=O.NC(N)=O.NC(N)=O.NC(N)=O.NC(N)=O.NC(N)=O.NC(N)=O.NC(N)=O.NC(N)=O.NC(N)=O

Molecular formula: C3H3OP
Method: DFT, ωB97M-V/def2-TZVPD

```
8
Properties=species:S:1:pos:R:3:forces:R:3
C -0.075 -1.690 0.381 -1.1096 0.5240 -0.3885
C -0.029 -1.193 -0.858 -0.6393 0.6114 2.6484
C -0.567 -0.367 0.188 1.0002 -0.2707 -0.6608
O 0.039 2.721 0.593 -3.1179 0.8692 -2.2487
P 1.109 1.587 0.600 2.0589 -2.1503 0.4919
H -0.122 -2.438 1.166 0.6281 -0.1172 -0.4918
H 0.205 -1.085 -1.872 0.3862 -0.5212 -1.2054
H -0.562 2.465 -0.197 0.7933 1.0547 1.8549
```
Positions in Å, forces in eV/Å.

Kohn-Sham gap (spin up / spin down) in eV: 6.4 / 6.7
HOMO (spin up / spin down) in eV: -6.66 / -7.07
Strongest force on any atom in hartree/bohr: 0.0766
Total energy in a.u.: -532.46600